Entry 1:
Computed, not measured: an isolated ion of composition C9H13S and charge +1, with ωB97M-V/def2-TZVPD.

The calculation puts the HOMO energy at -15.23 eV. The HOMO-LUMO gap is 12.125 eV. The charge is +1. As for the lowest unoccupied orbital energy: -3.11 eV.

Last columns: bonded neighbours and bond lengths (Å).
Geometry (Å):
1 H -1.08 -0.17 -2.28  C10 1.113
2 H 0.82 -0.46 2.68  C12 1.079
3 C 1.40 0.42 -0.07  H5 1.133, S11 1.850, C16 1.549, C22 1.553
4 C -1.25 0.06 -0.06  C10 1.528, C13 1.560, H19 1.087, C20 1.574
5 H 2.53 0.50 -0.05  C3 1.133
6 H 1.57 -1.70 0.59  C22 1.109
7 H -0.78 0.28 2.90  C12 1.100
8 H 1.41 0.59 -2.27  C16 1.099
9 C 0.29 -1.46 -1.17  C10 1.518, H15 1.087, H21 1.128, C22 1.485
10 C -0.46 -0.15 -1.35  H1 1.113, C4 1.528, C9 1.518, C16 1.555
11 S 0.59 1.48 1.20  C3 1.850, C12 1.836, C20 1.834
12 C 0.00 0.03 2.17  H2 1.079, H7 1.100, S11 1.836, C13 1.542
13 C -0.48 -0.82 0.98  C4 1.560, C12 1.542, H14 1.112, C22 1.560
14 H -1.02 -1.76 1.24  C13 1.112
15 H 1.07 -1.60 -1.92  C9 1.087
16 C 0.75 0.82 -1.42  C3 1.549, H8 1.099, C10 1.555, H18 1.080
17 H -1.77 1.82 1.25  C20 1.076
18 H 0.53 1.87 -1.48  C16 1.080
19 H -2.30 -0.20 -0.18  C4 1.087
20 C -1.09 1.54 0.46  C4 1.574, S11 1.834, H17 1.076, H23 1.080
21 H -0.36 -2.36 -1.05  C9 1.128
22 C 0.82 -1.01 0.15  C3 1.553, H6 1.109, C9 1.485, C13 1.560
23 H -1.19 2.28 -0.31  C20 1.080


Entry 2:
Computed, not measured: a 2-piece molecular cluster, C9H14 overall, with ωB97M-V/def2-TZVPD.

The calculation puts the HOMO energy (alpha / beta) at 0.78 / -3.27 eV. The HOMO-LUMO gap (alpha / beta) is 3.055 / 7.063 eV. As for the spin multiplicity: 2. The charge is -1. As for the lowest unoccupied orbital energy (alpha / beta): 3.83 / 3.79 eV.

Last columns: bonded neighbours and bond lengths (Å).
Geometry (Å):
1 H 1.84 1.47 -0.91  C17 1.089
2 C 0.80 3.23 -1.49  H6 1.100, H16 1.096, C17 1.488, H23 1.102
3 C -1.46 -0.53 0.47  H5 1.083, C12 1.386, C21 1.453
4 H -1.34 0.81 2.27  C21 1.087
5 H -2.53 -0.46 0.36  C3 1.083
6 H 1.53 3.57 -2.25  C2 1.100
7 H -2.41 -1.86 -1.48  C13 1.086
8 C 0.60 -1.63 -0.16  C12 1.389, H19 1.086, C20 1.430
9 C 0.36 -0.49 2.02  C20 1.402, C21 1.387, H22 1.084
10 H -1.06 -2.64 -2.11  C13 1.098
11 H -1.26 -0.93 -2.54  C13 1.092
12 C -0.67 -1.17 -0.47  C3 1.386, C8 1.389, C13 1.518
13 C -1.37 -1.65 -1.73  H7 1.086, H10 1.098, H11 1.092, C12 1.518
14 H 1.83 2.53 0.45  C17 1.097
15 H 2.08 -1.67 1.42  C20 1.085
16 H -0.03 2.85 -2.10  C2 1.096
17 C 1.26 2.28 -0.45  H1 1.089, C2 1.488, H14 1.097, H18 1.096
18 H 0.42 1.79 0.04  C17 1.096
19 H 1.26 -2.11 -0.87  C8 1.086
20 C 1.11 -1.27 1.12  C8 1.430, C9 1.402, H15 1.085
21 C -0.90 -0.01 1.70  C3 1.453, H4 1.087, C9 1.387
22 H 0.85 -0.25 2.96  C9 1.084
23 H 0.45 4.24 -1.22  C2 1.102


Entry 3:
Computed, not measured: a 2-piece molecular cluster, C9H14 overall, with ωB97M-V/def2-TZVPD.

The calculation puts the HOMO energy (alpha / beta) at 0.72 / -3.15 eV. The HOMO-LUMO gap (alpha / beta) is 3.191 / 7.026 eV. As for the spin multiplicity: 2. The charge is -1. As for the lowest unoccupied orbital energy (alpha / beta): 3.91 / 3.87 eV.

Last columns: bonded neighbours and bond lengths (Å).
Geometry (Å):
1 H 0.71 -0.81 -1.94  C12 1.118
2 C 1.51 1.05 0.53  C4 1.442, C5 1.359, H15 1.086
3 C -0.71 0.46 1.20  C4 1.405, H7 0.928, C18 1.314
4 C 0.63 0.06 1.10  C2 1.442, C3 1.405, C10 1.478
5 C 1.00 2.28 0.26  C2 1.359, C9 1.349, H16 1.038
6 H 2.05 -1.38 1.42  C10 0.997
7 H -1.21 -0.17 1.66  C3 0.928
8 H -0.81 3.37 -0.19  C9 1.043
9 C -0.31 2.61 0.33  C5 1.349, H8 1.043, C18 1.440
10 C 1.15 -1.15 1.77  C4 1.478, H6 0.997, H20 1.161, H22 1.239
11 H -2.34 1.88 1.00  C18 1.168
12 C -0.39 -0.83 -1.75  H1 1.118, H14 1.098, H17 1.099, C23 1.505
13 H -1.15 -2.28 -3.13  C23 1.048
14 H -0.69 0.01 -2.38  C12 1.098
15 H 2.60 1.05 0.60  C2 1.086
16 H 1.63 2.98 -0.17  C5 1.038
17 H -0.58 -0.47 -0.73  C12 1.099
18 C -1.20 1.64 0.91  C3 1.314, C9 1.440, H11 1.168
19 H -0.62 -3.14 -1.59  C23 1.184
20 H 0.37 -2.01 1.79  C10 1.161
21 H -1.96 -1.97 -1.60  C23 1.076
22 H 1.36 -1.03 2.99  C10 1.239
23 C -1.02 -2.15 -2.09  C12 1.505, H13 1.048, H19 1.184, H21 1.076


Entry 4:
Computed, not measured: a 2-piece molecular cluster, C9H14 overall, with ωB97M-V/def2-TZVPD.

The calculation puts the HOMO energy (alpha / beta) at 1.11 / -3.88 eV. The HOMO-LUMO gap (alpha / beta) is 2.920 / 7.707 eV. As for the spin multiplicity: 2. The charge is -1. As for the lowest unoccupied orbital energy (alpha / beta): 4.03 / 3.82 eV.

Last columns: bonded neighbours and bond lengths (Å).
Geometry (Å):
1 H 2.27 -0.84 2.55  C7 1.249
2 H 2.24 1.76 -1.87  C17 1.092
3 H -3.87 1.32 1.91  C15 1.045
4 H -3.38 -0.32 -0.58  C21 1.109
5 H 0.05 1.68 -2.38  C12 1.107
6 H -2.02 0.87 -0.11  C21 1.127
7 C 2.24 -1.56 1.53  H1 1.249, H18 1.119, C19 1.510, H22 1.065
8 H -2.64 0.07 2.01  C15 1.129
9 H 3.31 0.50 -0.14  C14 1.070
10 H -1.37 -0.14 -1.23  C16 1.064
11 C 0.26 -0.92 -0.05  H13 1.077, C16 1.398, C19 1.413
12 C 0.32 0.97 -1.57  H5 1.107, C16 1.368, C17 1.411
13 H -0.32 -1.71 0.40  C11 1.077
14 C 2.29 0.21 -0.27  H9 1.070, C17 1.448, C19 1.389
15 C -3.51 0.47 1.42  H3 1.045, H8 1.129, H20 1.187, C21 1.506
16 C -0.33 -0.10 -1.02  H10 1.064, C11 1.398, C12 1.368
17 C 1.67 1.12 -1.20  H2 1.092, C12 1.411, C14 1.448
18 H 1.81 -2.58 1.65  C7 1.119
19 C 1.58 -0.78 0.41  C7 1.510, C11 1.413, C14 1.389
20 H -4.30 -0.42 1.51  C15 1.187
21 C -3.11 0.60 -0.03  H4 1.109, H6 1.127, C15 1.506, H23 1.096
22 H 3.29 -1.74 1.49  C7 1.065
23 H -3.52 1.47 -0.55  C21 1.096


Entry 5:
Computed, not measured: a 2-piece molecular cluster, C9H14 overall, with ωB97M-V/def2-TZVPD.

The calculation puts the HOMO energy (alpha / beta) at 0.58 / -3.18 eV. The HOMO-LUMO gap (alpha / beta) is 3.266 / 6.959 eV. As for the spin multiplicity: 2. The charge is -1. As for the lowest unoccupied orbital energy (alpha / beta): 3.85 / 3.78 eV.

Last columns: bonded neighbours and bond lengths (Å).
Geometry (Å):
1 H 1.62 1.22 2.81  C11 1.127
2 C -0.34 1.54 2.20  H9 1.077, C10 1.414, C11 1.354
3 H -0.50 -1.25 -0.82  C18 0.954
4 H 1.53 2.38 -1.88  C15 1.045
5 H -1.46 1.76 -0.96  C12 1.146
6 H -1.90 -1.86 -0.21  C18 1.126
7 H -0.33 -3.29 1.08  C20 1.153
8 H -2.37 1.12 1.29  C10 1.124
9 H -0.51 1.55 3.26  C2 1.077
10 C -1.33 1.53 1.19  C2 1.414, H8 1.124, C12 1.417
11 C 0.97 1.37 1.91  H1 1.127, C2 1.354, C17 1.386
12 C -0.75 1.47 -0.11  H5 1.146, C10 1.417, C16 1.383
13 H 0.92 -3.24 -0.30  C20 1.180
14 H 0.10 1.43 -2.55  C15 1.086
15 C 0.98 1.49 -1.91  H4 1.045, H14 1.086, C16 1.492, H19 1.159
16 C 0.57 1.31 -0.49  C12 1.383, C15 1.492, C17 1.473
17 C 1.52 1.32 0.63  C11 1.386, C16 1.473, H22 1.106
18 C -0.99 -2.07 -0.85  H3 0.954, H6 1.126, C20 1.590, H23 1.083
19 H 1.66 0.62 -2.24  C15 1.159
20 C -0.24 -3.23 -0.06  H7 1.153, H13 1.180, C18 1.590, H21 1.170
21 H -0.36 -4.26 -0.61  C20 1.170
22 H 2.60 1.42 0.43  C17 1.106
23 H -1.39 -2.35 -1.81  C18 1.083


Entry 6:
Computed, not measured: a 2-piece molecular cluster, C9H14 overall, with ωB97M-V/def2-TZVPD.

The calculation puts the HOMO energy at -8.90 eV. The HOMO-LUMO gap is 9.947 eV. As for the lowest unoccupied orbital energy: 1.05 eV.

Last columns: bonded neighbours and bond lengths (Å).
Geometry (Å):
1 H -2.67 3.00 2.56  C12 1.060
2 C 0.53 -1.29 -1.15  C3 1.516, C8 1.432, C16 1.424
3 C -0.28 -2.42 -1.76  C2 1.516, H6 1.028, H19 1.149, H23 1.020
4 H -2.74 1.73 3.69  C12 1.105
5 H 2.20 1.82 0.41  C9 1.026
6 H -1.19 -2.01 -2.00  C3 1.028
7 H -1.79 0.24 2.36  C13 1.003
8 C 1.35 -1.40 0.01  C2 1.432, C14 1.439, H21 1.055
9 C 1.79 0.99 -0.04  H5 1.026, C14 1.358, C17 1.433
10 H 2.84 -0.31 1.24  C14 1.101
11 H -2.72 0.67 1.05  C13 1.061
12 C -2.97 1.98 2.64  H1 1.060, H4 1.105, C13 1.493, H20 1.090
13 C -2.13 1.04 1.85  H7 1.003, H11 1.061, C12 1.493, H15 1.149
14 C 2.01 -0.23 0.52  C8 1.439, C9 1.358, H10 1.101
15 H -1.13 1.52 1.55  C13 1.149
16 C 0.31 -0.05 -1.80  C2 1.424, C17 1.362, H18 1.062
17 C 0.90 1.00 -1.16  C9 1.433, C16 1.362, H22 1.139
18 H -0.08 0.05 -2.78  C16 1.062
19 H 0.21 -2.86 -2.70  C3 1.149
20 H -4.01 1.87 2.34  C12 1.090
21 H 1.55 -2.32 0.49  C8 1.055
22 H 0.95 1.96 -1.76  C17 1.139
23 H -0.54 -3.15 -1.10  C3 1.020


Q: Which electronic energy values were calculated for the entries above? A: -748.66918 -351.25720 -351.18840 -351.21040 -351.20932 -351.26588, in Ha.
Q: Which largest force on an atom values were calculated for the entries above? A: 3.1 2.5 9.0 4.2 8.1 4.4, in eV/Å.
Q: Which relative energy (zero: lowest compared OMol25 entry of this formula, charge and spin) values were calculated for the entries above? A: 0.00 58.08 238.70 180.95 183.79 168.86, in kJ/mol.